[1]
Entry from the Open Molecules 2025 dataset: a 11-piece molecular cluster, C20H48BF4N4O6 overall (the ωB97M-V functional and the def2-TZVPD basis).

Properties
**Charge**: -1
**Frontier orbital gap**: 9.99 eV

Geometry as XYZ:
```
83
Properties=species:S:1:pos:R:3:forces:R:3:mulliken_charge:R:1
F 54.620000 35.701000 85.459000 0.89 0.41 0.97 -0.270
F 54.158000 34.501000 83.574000 -0.17 -0.14 0.86 -0.644
F 52.727000 34.437000 85.345000 -0.51 0.82 0.22 -0.541
F 53.035000 36.379000 84.002000 -0.91 -0.36 0.85 -0.681
O 51.949000 32.038000 85.872000 1.81 1.77 -1.27 -0.669
O 54.299000 38.544000 83.241000 6.52 11.83 -3.77 -0.560
O 50.614000 34.488000 83.150000 -1.10 -1.73 1.14 -0.574
O 54.514000 35.102000 88.104000 0.39 0.20 0.14 -0.561
O 48.798000 35.919000 85.119000 -1.69 -0.15 1.56 -0.608
O 54.995000 34.300000 81.077000 -1.70 -1.29 2.56 -0.510
N 59.005000 38.697000 85.809000 0.72 1.17 -0.52 -0.457
N 51.283000 40.407000 87.809000 0.97 -1.56 -1.08 -0.512
N 60.020000 34.827000 83.708000 -0.78 -0.69 -0.03 -0.527
N 56.537000 30.680000 82.280000 -1.96 0.67 0.33 -0.546
C 49.629000 31.661000 86.932000 -1.76 1.97 -4.03 -1.381
C 54.169000 31.292000 83.213000 -2.03 -0.69 -2.63 0.131
C 57.574000 33.869000 83.733000 3.60 -3.57 -1.26 0.119
C 54.406000 33.690000 88.251000 4.22 0.53 -1.21 0.852
C 50.980000 34.856000 81.883000 1.06 -0.23 -3.03 0.600
C 56.976000 35.438000 80.352000 -1.20 0.15 -1.86 -1.115
C 54.397000 33.313000 89.694000 -1.08 -2.58 -2.82 -1.565
C 49.524000 37.069000 85.016000 0.47 0.45 2.94 0.599
C 55.454000 30.983000 82.589000 1.77 -1.08 -0.58 0.148
C 49.670000 35.220000 81.123000 3.74 -1.61 -1.48 -1.520
C 56.596000 38.010000 83.026000 2.71 -1.04 7.01 -0.567
C 52.654000 38.367000 86.646000 -9.06 0.42 -2.08 -0.122
C 55.580000 38.665000 83.820000 -0.64 1.79 4.86 0.286
C 50.555000 32.125000 85.763000 -1.55 2.31 -0.38 0.307
C 48.992000 38.171000 85.868000 2.79 2.70 2.05 -1.410
C 58.315000 37.924000 86.276000 -1.73 -3.67 1.42 0.080
C 58.965000 34.353000 83.724000 0.19 1.68 0.43 0.084
C 57.423000 36.776000 86.923000 5.45 -1.53 -12.86 -0.918
C 55.432000 35.389000 80.427000 3.98 -2.59 -4.73 -0.452
C 51.838000 39.539000 87.263000 0.13 0.16 0.25 -0.110
B 53.601000 35.280000 84.681000 0.74 -0.26 -2.91 1.103
H 55.915000 39.748000 83.973000 -1.09 -1.01 -0.74 0.384
H 57.790000 36.500000 87.709000 4.43 -3.20 8.64 0.967
H 54.710000 34.529000 82.001000 0.31 -0.31 -1.10 0.414
H 57.504000 35.489000 81.239000 1.02 1.08 2.09 0.205
H 51.408000 34.638000 83.634000 0.62 -0.11 1.27 0.151
H 53.545000 33.695000 90.124000 -1.44 1.72 1.59 0.439
H 49.173000 35.258000 84.587000 0.93 -1.48 -1.37 0.329
H 53.906000 37.873000 83.478000 -6.02 -10.94 3.95 0.305
H 52.306000 32.930000 85.348000 -1.20 -3.71 2.26 0.580
H 51.714000 34.026000 81.223000 -2.21 2.02 1.92 0.049
H 54.506000 35.301000 87.154000 0.00 -0.03 0.42 0.333
H 50.193000 31.727000 84.824000 -0.05 -0.53 -0.35 0.302
H 57.574000 33.327000 82.740000 -0.95 0.33 1.16 0.229
H 50.422000 33.202000 85.679000 -0.88 0.30 -0.17 -0.161
H 53.637000 33.405000 87.651000 -2.91 -1.29 -0.98 -0.279
H 57.301000 34.447000 79.996000 -0.18 0.44 -0.56 0.384
H 54.093000 32.251000 89.645000 0.84 -0.05 0.41 0.388
H 53.684000 32.152000 82.684000 0.76 -0.31 0.77 -0.151
H 57.539000 33.147000 84.556000 -0.19 -0.25 -0.33 0.485
H 56.804000 34.511000 83.877000 -1.97 2.50 0.02 -0.402
H 50.578000 36.968000 85.330000 -0.22 -0.21 -0.87 -0.154
H 57.228000 35.845000 86.185000 0.65 2.48 1.57 0.136
H 57.501000 37.610000 83.592000 -0.85 1.19 -0.30 0.149
H 49.315000 38.086000 86.946000 -0.68 0.21 -0.92 0.303
H 55.579000 38.408000 85.047000 -0.20 -0.17 -3.12 -0.272
H 56.884000 38.589000 82.330000 2.38 4.21 -5.16 0.732
H 51.618000 35.702000 82.132000 0.26 0.50 -1.47 -0.167
H 55.338000 33.474000 90.102000 1.32 0.33 1.28 0.370
H 57.141000 36.264000 79.603000 0.73 -0.85 0.88 0.308
H 49.331000 37.589000 84.180000 0.47 0.66 -4.51 0.184
H 55.308000 33.136000 87.667000 -1.30 1.15 1.44 0.071
H 48.001000 38.509000 85.786000 -1.77 -0.57 -0.10 0.404
H 54.989000 36.285000 80.549000 -1.71 3.03 1.16 0.585
H 49.054000 34.391000 81.092000 -1.25 -2.10 0.26 0.407
H 56.311000 37.186000 82.636000 -2.68 -5.68 -2.87 -0.456
H 49.495000 39.153000 85.450000 -0.34 -1.75 1.02 0.284
H 48.438000 31.848000 86.643000 3.44 -0.67 0.95 0.255
H 56.657000 37.233000 87.076000 -9.56 4.77 1.80 0.193
H 49.983000 32.145000 87.756000 0.18 1.76 2.54 0.412
H 52.522000 38.420000 85.555000 1.14 0.55 0.27 0.189
H 53.510000 38.410000 87.098000 5.18 -0.55 2.03 0.573
H 53.339000 30.473000 83.059000 2.06 1.14 0.72 0.387
H 49.856000 35.396000 80.064000 0.16 0.62 0.07 0.382
H 49.952000 30.713000 87.049000 -0.11 -3.82 0.62 0.420
H 54.458000 31.494000 84.207000 -0.62 0.31 1.38 0.106
H 55.380000 35.171000 79.291000 -1.21 0.32 1.31 0.325
H 49.139000 35.941000 81.593000 -1.35 2.68 1.36 0.384
H 51.940000 37.464000 86.783000 1.78 1.04 0.69 0.052
```
Forces are in eV/Å.

---

[2]
Entry from the Open Molecules 2025 dataset: an isolated ion of composition C2H2Cl3N2O and charge +1 (the ωB97M-V functional and the def2-TZVPD basis).

Properties
**Charge**: +1
**SMILES string**: [NH2+]=C(N=O)C(Cl)(Cl)Cl
**Frontier orbital gap (alpha / beta)**: 7.99 / 7.54 eV

Geometry as XYZ:
```
10
Properties=species:S:1:pos:R:3:forces:R:3:mulliken_charge:R:1
Cl -0.649722 -1.694878 1.275796 -0.28 -0.47 0.33 -0.083
Cl -0.801494 -1.324799 -1.586360 0.05 -0.93 -1.38 -0.007
Cl -2.395038 0.294266 0.102017 -0.38 -0.77 0.30 -0.059
O -0.988278 2.256652 -0.057219 2.51 -0.98 -0.02 -0.156
N 0.011641 1.607109 -0.285516 -0.48 1.47 0.06 0.131
N 1.553958 -0.178913 0.012549 -0.52 0.11 1.51 -0.292
C 0.340454 0.336908 0.042033 -1.02 0.38 -0.85 0.406
C -0.870808 -0.575498 -0.064008 -0.73 0.04 0.90 0.395
H 2.209096 0.539565 0.395089 0.38 -1.57 -0.62 0.346
H 1.590190 -1.260408 0.165618 0.46 2.71 -0.23 0.320
```
Forces are in eV/Å.

---

[3]
Entry from the Open Molecules 2025 dataset: a 2-piece molecular cluster, C9H17ClO2Si overall (the ωB97M-V functional and the def2-TZVPD basis).

Properties
**SMILES string**: C=C[SiH2][C@@H](Cl)CC.O=C1CCCO1
**Frontier orbital gap**: 8.75 eV

Geometry as XYZ:
```
30
Properties=species:S:1:pos:R:3:forces:R:3:mulliken_charge:R:1
Cl -3.372181 -1.035046 2.811696 -0.05 0.03 -0.04 -0.218
Si -1.431388 -0.333003 0.564763 0.20 -1.22 -0.19 0.505
O 1.344664 0.684053 -2.681701 0.02 0.02 -0.03 -0.342
O 1.388201 1.399371 -0.563775 0.24 0.18 -0.12 -0.559
C -1.061157 0.252603 3.340945 -0.10 0.37 0.33 -0.682
C 3.092609 -0.158688 -1.355377 0.13 0.10 -0.37 -0.432
C 3.434004 -0.390059 -2.825716 0.03 -0.01 0.08 -0.497
C -2.758783 -0.728253 -0.681510 0.08 -1.14 0.19 -0.394
C -4.054514 -1.023823 -0.415162 0.00 0.20 -0.39 -0.548
C -2.132531 0.145135 2.256695 0.41 0.02 0.02 -0.129
C 2.066185 -0.263281 -3.486450 0.09 -0.09 -0.07 -0.408
C 1.875354 0.743085 -1.435465 -0.05 -0.14 0.22 0.525
C 0.014420 1.315588 3.038821 0.09 -0.07 0.26 -1.043
H -0.715990 0.811607 -0.003366 -0.19 0.14 -0.02 -0.150
H 2.114694 0.111110 -4.505932 -0.09 0.08 0.02 0.305
H 2.803327 -1.080814 -0.848151 0.00 0.03 0.07 0.233
H -0.619312 -0.720264 3.557287 0.01 -0.06 -0.27 0.374
H 1.016035 0.898626 3.138348 0.01 -0.02 -0.18 0.256
H -0.041114 2.124045 3.768032 -0.07 0.07 -0.08 0.331
H -2.613029 1.121190 2.163653 -0.23 -0.11 0.02 0.366
H -0.415870 -1.411746 0.749454 -0.01 0.05 0.18 -0.207
H -1.572110 0.540042 4.263443 -0.03 -0.09 0.01 0.362
H 3.919525 -1.342085 -3.029161 -0.06 -0.03 0.00 0.324
H 1.515976 -1.206817 -3.483468 0.01 -0.01 0.02 0.260
H -0.073569 1.758602 2.047295 0.03 -0.07 -0.03 0.292
H 4.090938 0.405486 -3.179781 -0.01 0.00 -0.02 0.265
H -4.851297 -0.411835 -0.839613 -0.11 -0.99 -1.23 0.231
H 3.889586 0.329247 -0.801670 -0.08 -0.05 0.16 0.324
H -2.477249 -0.656307 -1.734368 -0.33 1.88 0.03 0.368
H -4.375427 -1.877768 0.170231 0.06 0.92 1.41 0.291
```
Forces are in eV/Å.

---

Quick rundown of relative energy (zero: lowest compared OMol25 entry of this formula, charge and spin), same order as above: 177.0, 0.0, 285.1 kJ/mol